Entry 1:
{"formula": "C3H4N4S", "method": "wB97M-V/def2-TZVPD", "e_tot_ha": -733.76646, "total_charge": 0, "gap_ha": 0.318, "homo_energy_ev": -9.04, "elements": ["S", "N", "N", "N", "N", "C", "C", "C", "H", "H", "H", "H"], "coordinates": [[-3.033063, 0.504339, 0.226567], [-0.073336, -0.735721, 0.023034], [1.374051, 0.804529, 0.898069], [-2.294857, -0.951309, 0.943064], [2.184821, -0.737841, -0.707799], [-1.093399, -0.742130, 0.667221], [1.208091, -0.146927, 0.110506], [-1.837058, 1.075215, -0.668787], [3.120394, -0.427139, -0.788088], [-2.005062, 2.058046, -1.174045], [1.810223, -1.521123, -1.133718], [0.639197, 0.820063, 1.603971]], "atomic_forces_ev_per_a": [[0.39, 0.63, -0.84], [0.28, -1.31, 0.23], [1.41, 0.99, 1.32], [1.05, 1.15, 0.40], [-2.69, 1.73, 1.67], [0.19, -2.55, -0.92], [0.54, -0.64, -0.13], [-1.29, 1.66, -0.24], [0.43, 0.25, 0.16], [-0.31, -0.87, 0.34], [0.02, -1.61, -1.39], [-0.02, 0.58, -0.59]]}

Entry 2:
{"formula": "C3H4NO", "method": "wB97M-V/def2-TZVPD", "e_tot_ha": -246.16020, "total_charge": 1, "gap_ha": 0.306, "homo_energy_ev": -16.79, "elements": ["O", "N", "C", "C", "C", "H", "H", "H", "H"], "coordinates": [[0.303338, -1.213229, -0.365753], [0.623449, -0.705898, 0.874249], [-0.461307, -0.172697, -0.894029], [1.279471, -1.136148, 1.860494], [-0.029951, 0.685429, 0.365670], [-0.785614, 1.208901, 0.978878], [0.767279, 1.383841, 0.104046], [-0.083124, 0.245085, -1.956508], [-1.613541, -0.295285, -0.967046]], "atomic_forces_ev_per_a": [[1.06, -3.55, -0.17], [-0.42, 1.28, -0.21], [-1.59, 3.88, -0.92], [-0.82, 0.54, -1.00], [-0.49, 0.99, -1.29], [0.44, -1.00, 0.21], [0.27, -0.40, 0.45], [-0.54, -1.21, 2.62], [2.08, -0.53, 0.31]]}

Entry 3:
{"formula": "C3H4NO2", "method": "wB97M-V/def2-TZVPD", "e_tot_ha": -321.92090, "total_charge": -1, "gap_ha": 0.245, "homo_energy_ev": -2.44, "elements": ["O", "O", "N", "C", "C", "C", "H", "H", "H", "H"], "coordinates": [[-4.239528, 0.705462, -0.860853], [-4.553422, -0.664844, 0.948282], [-0.890091, 0.388920, 0.370587], [-1.833318, -0.431420, 0.226674], [0.505415, 0.022637, 0.355179], [-4.063624, -0.064135, 0.056891], [0.561651, -1.084310, 0.543718], [0.791204, 0.399669, -0.578591], [-1.654560, -1.554829, 0.070930], [1.184916, 0.456247, 1.173692]], "atomic_forces_ev_per_a": [[0.09, -0.78, 0.57], [-0.59, -0.91, 0.81], [-0.48, 0.91, 0.87], [-1.89, -0.39, -0.53], [-0.24, -1.30, 2.45], [2.04, 1.60, -1.16], [0.44, 0.43, -0.85], [1.38, -0.04, -1.47], [0.55, 0.50, 0.31], [-1.29, -0.02, -0.99]]}

Q: Which energy above the lowest of the compared OMol25 structures with the same formula, charge and spin values were calculated for the entries above? A: 88.4; 145.5; 57.6, in kcal/mol.